C8H10S in the gas phase, computed with ωB97M-V/def2-TZVPD.

Geometry as XYZ:
```
19
C8H10S, DFT ωB97M-V/def2-TZVPD
C -1.79456 0.84537 -0.83014
C -0.41376 0.36538 -0.39307
C 0.55446 1.28110 -0.79461
C 1.92632 1.32899 -0.61546
C 2.42486 0.21649 0.13231
S 4.19524 -0.18570 0.16153
C 1.54152 -0.77184 0.57913
C 0.12406 -0.70014 0.39807
C -0.67891 -1.77623 1.05400
H -2.72507 0.28801 -0.59550
H -1.69227 1.08227 -1.88725
H -1.83579 1.78695 -0.26231
H 0.13003 2.19164 -1.21238
H 2.46399 2.23981 -0.64163
H 4.64550 0.88285 -0.62292
H 2.07814 -1.71011 0.92864
H -0.23760 -2.72079 0.78670
H -1.72425 -1.70339 0.80190
H -0.60209 -1.70698 2.12861
```

Output
* max |F|: 3.7 eV Å⁻¹
* SMILES string: Cc1ccc(S)cc1C
* E_HOMO: -8.110 eV
* frontier orbital gap: 9.006 eV
* relative energy (zero: lowest compared OMol25 entry of this formula, charge and spin): 1.206 eV